ORCA calculation (ωB97M-V with the def2-TZVPD basis set) on one molecule with the formula C4H6N4 in a non-equilibrium geometry.

Each atom is followed by the atoms it is bonded to, with distances in Å.
Element x y z (Å)
1 C -2.327 -0.256 0.179  N2 1.322, N8 1.384, H9 1.069
2 N -1.757 -1.404 -0.144  C1 1.322, C3 1.429
3 C -0.406 -0.962 -0.288  N2 1.429, N4 1.280, N7 1.403
4 N 0.661 -1.425 0.246  C3 1.280, C5 1.400
5 C 1.785 -0.604 0.090  N4 1.400, C6 1.521, H10 1.106, H11 1.198
6 C 1.068 0.731 -0.037  C5 1.521, N7 1.453, H12 1.129, H13 1.009
7 N -0.310 0.434 -0.390  C3 1.403, C6 1.453, N8 1.401
8 N -1.476 0.831 0.277  C1 1.384, N7 1.401, H14 1.145
9 H -3.367 -0.407 -0.016  C1 1.069
10 H 2.206 -0.542 -0.931  C5 1.106
11 H 2.692 -0.521 0.868  C5 1.198
12 H 1.762 1.315 -0.710  C6 1.129
13 H 1.076 0.905 0.957  C6 1.009
14 H -1.608 1.904 -0.101  N8 1.145

Results
E_HOMO: -8.1 eV
Energy relative to the best compared isomer or geometry (same formula, charge and spin): 486.8 kJ/mol
Energy: -374.875945 a.u.
LUMO energy: 0.66 eV
Orbital gap: 8.77 eV